No. 1
Here is a molecular structure, H2O4PS in a non-equilibrium geometry from the OMol25 dataset. Energies are from ωB97M-V/def2-TZVPD.

```
8
Properties=species:S:1:pos:R:3:forces:R:3
O 0.04460 2.49097 0.85221 -3.4 -3.3 4.2
O -2.37773 2.00425 2.21385 -0.4 -0.1 0.0
O -0.35914 1.25558 3.37785 0.3 -0.3 0.4
O -1.07078 0.09890 1.34221 0.4 0.7 0.0
P -0.35759 0.61130 -0.14809 -1.2 -0.2 -2.6
S -1.06118 1.45075 2.15231 2.8 3.9 -2.6
H -0.46070 -0.77778 -0.62600 0.2 -0.2 0.4
H 0.96238 0.50072 0.12604 1.3 -0.5 0.2
```
Positions in Å, forces in eV/Å.

Output
Frontier orbital gap   0.28511 hartree
Total charge   -1
Relative energy (zero: lowest compared OMol25 entry of this formula, charge and spin)   306.2 kJ/mol
Highest occupied orbital energy   -3.705 eV



No. 2
Here is a molecular structure, C5H19AlN4O6PS in a non-equilibrium geometry from the OMol25 dataset. Energies are from ωB97M-V/def2-TZVPD.

```
37
Properties=species:S:1:pos:R:3:forces:R:3
C -0.86680 1.53024 4.38798 0.0 -0.3 -0.6
C -1.27897 0.36508 3.48250 -0.7 1.1 -0.1
N -1.71564 0.86407 2.16353 0.5 -1.1 0.1
Al -1.30178 -0.22397 0.66564 -0.9 1.1 -0.2
P 0.68517 -1.49685 1.00685 0.2 0.1 -0.8
S 1.72300 -1.55452 -0.70561 0.2 -0.1 -0.2
H -0.25113 1.21864 5.22067 0.1 0.0 0.3
H -1.75860 2.03137 4.74645 -0.2 0.2 0.2
H -0.34749 2.23032 3.74491 0.4 0.3 0.0
H -0.45782 -0.33655 3.39804 0.2 -0.3 0.0
H -2.12306 -0.11196 3.97533 0.0 -0.6 0.2
H -2.71777 0.98910 2.23121 -0.1 0.2 -0.2
H -2.47383 -1.26980 0.31077 0.1 -0.3 0.1
H -1.01735 0.70795 -0.61241 0.2 -0.1 0.0
H 0.35394 -2.82972 1.33842 0.2 0.1 0.6
H 1.55505 -1.02407 2.01562 -0.2 -0.4 0.3
C 0.99299 4.43394 5.95419 -0.1 0.0 -0.1
N 1.41674 3.39816 6.93645 0.0 0.0 -0.1
O 0.62354 2.52103 7.19632 0.1 0.0 0.2
O 2.53771 3.50064 7.39721 -0.1 0.0 0.0
H -0.01355 4.20210 5.62851 0.0 -0.1 0.0
H 1.04151 5.39540 6.45577 0.1 0.0 0.0
H 1.69143 4.39741 5.12456 0.1 0.0 0.0
C 2.23374 -2.41404 -4.07260 0.1 0.1 0.1
N 2.26629 -2.01828 -5.50720 0.0 0.0 0.0
O 2.88187 -1.02242 -5.81814 0.0 0.0 0.0
O 1.66197 -2.72900 -6.29494 0.2 0.0 0.1
H 2.80325 -1.69469 -3.49881 0.0 0.1 0.0
H 1.19648 -2.42300 -3.75243 0.0 0.0 0.0
H 2.66405 -3.40775 -4.00191 -0.1 -0.1 0.0
C -1.22487 -1.71871 -6.61533 -0.1 0.0 0.2
N -2.34320 -2.10860 -7.51778 0.0 0.0 0.0
O -3.40738 -2.40981 -7.01627 0.1 0.0 0.0
O -2.11326 -2.10352 -8.71136 0.0 0.0 0.0
H -1.57860 -1.76598 -5.59208 -0.1 0.0 0.0
H -0.40785 -2.41322 -6.78126 0.0 0.1 -0.1
H -0.92978 -0.70900 -6.88281 0.1 0.0 -0.1
```
Positions in Å, forces in eV/Å.

Output
Frontier orbital gap   0.24337 hartree
Total charge   -1
Relative energy (zero: lowest compared OMol25 entry of this formula, charge and spin)   0.0 kJ/mol
Highest occupied orbital energy   -4.646 eV



No. 3
Here is a molecular structure, C44H80F24Mg2N7O18S8 in a non-equilibrium geometry from the OMol25 dataset. Energies are from ωB97M-V/def2-TZVPD.

```
183
Properties=species:S:1:pos:R:3:forces:R:3
Mg -12.69524 -10.80401 -13.12355 3.0 2.0 0.3
Mg -11.59224 -6.89504 -10.73736 1.4 -2.5 -1.5
C -16.45120 -6.87190 -15.90551 0.2 0.0 -0.9
C -17.07430 -6.72670 -17.37557 1.1 0.4 1.4
C -17.81998 -5.44457 -17.53348 -1.6 0.3 -1.6
N -18.62280 -5.29291 -18.89459 2.6 -0.6 -0.5
C -17.60849 -5.43897 -20.10502 0.1 1.3 0.8
C -18.17722 -4.82230 -21.32134 -0.6 -1.4 -1.7
C -18.78178 -3.45340 -21.19878 -0.4 0.5 -0.4
C -19.92161 -3.40252 -20.14771 1.9 -0.3 -0.4
C -19.24620 -3.85190 -18.82019 -1.6 -1.2 -0.6
C -19.68257 -6.34546 -19.02263 -0.2 0.6 0.0
H -16.02333 -6.01242 -15.38944 -0.5 0.7 -0.5
H -15.53346 -7.45243 -15.99953 -0.5 -0.6 0.0
H -17.15367 -7.31905 -15.20218 0.0 -0.2 -0.2
H -17.77101 -7.55651 -17.49442 0.3 -0.1 -0.3
H -16.25525 -6.72997 -18.09476 -0.1 -0.5 0.0
H -17.23341 -4.53141 -17.63434 0.3 -0.2 1.0
H -18.62952 -5.44719 -16.80360 0.2 0.7 0.3
H -16.69425 -4.86155 -19.96775 0.0 0.1 1.3
H -17.25415 -6.44162 -20.34426 -0.7 -0.3 0.8
H -17.35271 -4.86014 -22.03328 0.1 0.5 -0.1
H -18.82219 -5.57149 -21.78050 -0.8 0.3 -0.1
H -17.95083 -2.76935 -21.02641 -0.2 0.4 0.5
H -19.20081 -3.14203 -22.15563 0.1 -0.1 -0.1
H -20.31301 -2.38772 -20.07641 0.1 0.0 0.3
H -20.71351 -4.01042 -20.58525 -0.2 -0.3 0.7
H -18.53113 -3.08679 -18.51788 0.4 -0.5 -0.2
H -19.94462 -3.99637 -17.99592 -0.2 0.3 0.0
H -20.29237 -6.16811 -18.13675 -0.7 -0.2 -0.5
H -19.39016 -7.39538 -19.03918 1.0 0.3 0.4
H -20.15202 -6.24411 -20.00112 -0.5 0.5 0.4
C -13.51571 -16.75519 -7.80083 0.2 0.5 -0.3
C -14.68965 -15.97808 -7.17238 -1.3 -0.4 -0.4
C -16.06629 -16.24810 -7.93469 1.2 0.7 0.5
N -17.31142 -15.51230 -7.41027 -1.1 -0.4 2.0
C -18.47896 -15.88705 -8.34415 -0.1 1.8 -2.0
C -18.57793 -14.75492 -9.46133 1.9 -1.0 0.0
C -18.95853 -13.36348 -8.96506 -0.4 -0.7 1.8
C -18.39497 -13.15291 -7.51224 -0.1 -0.2 -0.1
C -17.11595 -13.96026 -7.20777 -1.5 -0.6 -0.1
C -17.76001 -16.04213 -5.98767 -0.3 0.7 -0.4
H -12.58483 -16.26706 -7.51222 0.0 -0.1 0.3
H -13.49990 -16.64799 -8.88543 -0.3 0.0 -0.2
H -13.40982 -17.81988 -7.59272 -0.4 0.1 0.3
H -14.44871 -14.91606 -7.21891 -0.1 0.1 -0.1
H -14.81704 -16.20303 -6.11348 0.1 -0.2 0.0
H -16.29407 -17.31277 -7.98659 -0.1 0.1 0.4
H -15.94218 -15.91761 -8.96593 -0.1 0.1 0.0
H -18.21050 -16.86723 -8.73820 0.0 0.3 -0.3
H -19.50060 -15.99402 -7.97957 0.4 0.2 1.4
H -17.55688 -14.71177 -9.84041 0.1 0.1 -0.5
H -19.20098 -15.07844 -10.29514 0.0 -0.1 0.2
H -18.68113 -12.50205 -9.57259 0.1 -0.5 -0.4
H -20.04484 -13.43591 -8.91238 -0.1 0.7 0.2
H -18.05196 -12.13270 -7.34017 -0.1 0.2 -0.3
H -19.18328 -13.27128 -6.76883 0.0 -0.5 0.1
H -16.37813 -13.46981 -7.84274 0.5 -1.0 0.1
H -16.90216 -13.91968 -6.13971 0.5 0.5 -0.3
H -18.26625 -17.00472 -6.06006 0.7 -0.2 -0.2
H -18.52342 -15.38547 -5.57041 -0.2 0.3 -0.7
H -17.01486 -15.97304 -5.19516 0.7 -0.5 -0.7
C -19.92151 -6.91666 -13.60144 -0.6 -1.1 1.3
C -19.47856 -5.99281 -12.46690 2.5 0.9 -0.4
C -20.34604 -4.79807 -12.21860 -2.6 -1.1 2.4
N -20.06445 -3.98763 -10.91513 1.6 1.6 -0.8
C -21.16182 -3.00644 -10.67624 -0.9 0.9 0.5
C -21.04983 -2.14708 -9.38785 0.8 -1.4 -0.1
C -21.01855 -3.09007 -8.18637 -1.0 0.2 0.4
C -19.81406 -4.00587 -8.27118 -0.1 1.0 -1.6
C -19.81451 -4.79989 -9.60969 -0.4 -0.1 -0.1
C -18.81255 -3.16135 -11.36415 -0.8 -2.3 1.5
H -20.11563 -6.51715 -14.59683 0.1 0.5 0.3
H -20.80451 -7.43350 -13.22556 -0.4 0.0 -0.5
H -19.20810 -7.73624 -13.68760 0.2 0.2 -0.1
H -18.43382 -5.74375 -12.65289 0.2 0.6 -0.4
H -19.32884 -6.43954 -11.48398 -0.6 -0.9 -0.2
H -21.25329 -5.29014 -11.86808 -0.7 0.0 -0.5
H -20.68339 -4.13526 -13.01546 0.7 0.2 0.1
H -22.10530 -3.54280 -10.57492 0.0 -0.2 -0.4
H -21.18176 -2.33441 -11.53419 -0.2 -0.2 -0.2
H -21.93365 -1.51534 -9.29917 0.2 0.2 -0.3
H -20.12105 -1.57658 -9.38681 -0.2 0.5 -0.1
H -21.99769 -3.56899 -8.19121 0.0 -0.5 0.3
H -20.97878 -2.49353 -7.27496 0.0 -0.1 0.1
H -19.61647 -4.71016 -7.46308 -0.3 0.1 0.0
H -19.04422 -3.23428 -8.26085 0.9 -0.6 0.0
H -20.64551 -5.50472 -9.58234 -0.2 0.0 0.0
H -18.91295 -5.41153 -9.64414 0.2 0.3 -0.6
H -18.62905 -2.44961 -10.55926 0.5 0.1 -0.6
H -18.98052 -2.79986 -12.37865 0.0 0.3 0.4
H -18.16655 -4.03925 -11.37236 1.2 1.0 -0.2
C -15.92773 -6.83763 -0.77352 0.4 -0.3 -2.3
C -15.33918 -7.24964 -2.20170 1.3 0.7 0.3
C -16.17862 -8.06921 -3.23000 -1.0 1.7 0.9
N -15.64226 -8.28879 -4.65343 2.2 0.9 0.9
C -16.45861 -9.36321 -5.41514 1.0 1.8 0.1
C -17.87721 -8.90390 -5.64368 -0.8 0.4 0.3
C -17.92746 -7.54406 -6.36726 1.0 -0.4 -1.2
C -16.97031 -6.50875 -5.81070 -0.6 1.5 0.1
C -15.55808 -6.94829 -5.46819 -1.5 -2.3 -0.4
C -14.16826 -8.76146 -4.57502 -1.4 -1.7 1.9
H -15.20476 -6.23316 -0.22576 0.5 -0.5 -0.1
H -16.15942 -7.75430 -0.23118 -0.8 0.6 0.3
H -16.64529 -6.06417 -1.04733 -1.1 -0.7 0.8
H -14.39098 -7.74579 -1.99472 0.0 -0.3 -0.2
H -15.04882 -6.27066 -2.58300 0.0 -0.1 -0.6
H -17.08995 -7.50254 -3.42101 -0.1 0.0 0.2
H -16.50722 -8.95892 -2.69285 0.3 -0.7 -0.8
H -16.35357 -10.30031 -4.86841 0.0 0.1 0.0
H -15.91117 -9.37075 -6.35767 -0.1 -0.5 -0.1
H -18.40147 -8.85821 -4.68913 -0.1 -0.1 0.0
H -18.34000 -9.68905 -6.24156 -0.2 0.1 0.0
H -18.83706 -6.96268 -6.51797 -0.7 -0.8 0.8
H -17.67815 -7.70891 -7.41548 0.4 -0.4 0.0
H -17.56615 -5.98927 -5.06022 0.7 0.0 0.9
H -16.93674 -5.72672 -6.56926 0.5 0.1 -0.1
H -14.82169 -6.26677 -5.04233 -0.5 0.0 0.3
H -15.15137 -7.38781 -6.37897 0.3 0.5 -0.2
H -14.25997 -9.32608 -3.64718 0.6 -0.5 0.0
H -13.36698 -8.06284 -4.33423 -0.6 0.6 -0.7
H -13.93126 -9.50209 -5.33882 -0.1 0.6 -0.3
C -12.66938 -6.85067 -15.44285 0.0 1.9 1.5
F -13.51694 -5.86725 -15.01414 0.3 -0.8 0.6
F -13.26556 -7.47343 -16.39300 -1.4 -2.2 -0.9
F -11.66609 -6.25752 -15.99554 1.6 0.7 0.1
S -11.94971 -7.94021 -13.98768 5.0 1.7 0.3
O -12.63391 -9.22959 -14.10798 -0.7 0.6 -1.0
O -10.50518 -7.90922 -14.23520 -2.6 -0.8 -1.0
O -12.09173 -7.32424 -12.66156 -2.1 0.3 -0.5
C -9.49696 -10.96709 -9.97102 1.7 -0.3 -0.6
F -8.92850 -10.26031 -9.02190 0.2 1.0 0.0
F -8.63232 -11.91772 -10.33484 -0.4 0.6 -0.6
F -10.52365 -11.56345 -9.43830 -1.7 -0.3 0.0
S -9.97829 -9.83720 -11.48905 5.4 3.2 -2.0
O -8.75704 -9.51072 -12.34883 -4.2 -1.5 3.9
O -10.99220 -10.55072 -12.21438 -1.6 -1.6 -0.3
O -10.61947 -8.63609 -10.86877 0.6 -0.4 0.9
C -15.11423 -6.40921 -8.94319 0.4 1.7 -1.5
F -16.24760 -7.19565 -8.98086 2.4 1.3 0.4
F -15.35707 -5.23487 -8.28045 -0.1 -2.0 -0.4
F -14.02782 -7.00052 -8.37240 -1.9 0.3 -0.4
S -14.64107 -5.77865 -10.82125 -1.6 -4.0 -0.8
O -14.90516 -6.95310 -11.69657 0.9 2.7 1.8
O -15.51223 -4.63074 -11.05539 1.7 -1.2 0.8
N -12.87791 -5.53919 -10.64105 -6.5 2.3 -0.3
S -12.75585 -3.91212 -10.53656 4.2 2.9 1.9
O -13.59843 -3.18357 -9.59260 0.5 -1.7 -1.9
O -11.30209 -3.84574 -10.27403 -1.8 -0.1 -0.8
C -12.95719 -3.09404 -12.33288 0.9 0.9 1.8
F -12.77466 -1.74751 -12.10391 -0.6 -2.4 -0.6
F -11.98185 -3.54309 -13.11726 -1.0 0.2 0.4
F -14.16289 -3.37323 -12.79945 0.7 0.6 -0.5
C -16.49707 -9.77158 -13.43502 -0.5 1.2 1.7
F -15.47295 -8.97193 -13.68684 0.0 -0.2 -0.9
F -17.34815 -9.02384 -12.66487 0.7 -1.4 -0.6
F -17.18060 -10.13408 -14.51213 0.9 -0.2 0.5
S -15.68158 -11.29943 -12.50242 -2.3 -3.2 -2.6
O -16.63887 -11.75729 -11.50372 1.8 0.9 -0.9
O -15.46538 -12.30319 -13.57401 0.7 2.6 1.8
N -14.10865 -10.65766 -12.00389 -6.6 -0.7 2.7
S -14.54360 -9.92497 -10.62783 1.2 4.0 3.7
O -13.58136 -8.85022 -10.29954 -0.5 -2.5 -0.6
O -15.92239 -9.49639 -10.44741 1.6 -1.1 -0.9
C -14.30136 -11.24304 -9.23224 -3.6 2.0 -0.3
F -15.00966 -12.29992 -9.44719 -1.2 -2.2 -1.3
F -13.10844 -11.58144 -9.12323 3.6 -0.2 0.9
F -14.89719 -10.77610 -8.07600 1.4 0.8 -0.4
C -12.50872 -14.27553 -12.09363 1.5 -1.0 -1.5
F -12.18484 -13.46265 -11.06974 -0.9 -1.0 -0.7
F -12.18825 -15.57604 -11.84785 -0.4 2.2 0.1
F -13.76772 -14.19302 -12.48365 -0.1 0.1 1.0
S -11.42353 -13.68449 -13.62185 2.7 -4.6 2.8
O -10.23476 -13.19452 -12.95216 -1.7 0.2 -1.7
O -11.32755 -14.87170 -14.51441 -0.8 3.8 1.9
N -12.49374 -12.36231 -14.09563 1.1 -3.9 -3.6
S -12.89405 -12.83668 -15.58339 -0.7 0.1 -2.5
O -11.70359 -13.10800 -16.43137 -2.0 0.9 1.3
O -13.80343 -13.99917 -15.50382 0.9 1.4 -0.2
C -13.93059 -11.33890 -16.55781 1.8 0.4 -1.1
F -14.37504 -11.87853 -17.66584 -1.0 -1.0 0.9
F -14.83956 -10.81441 -15.76846 0.2 -0.4 -0.4
F -13.10153 -10.39403 -17.02112 0.1 -0.4 1.6
```
Positions in Å, forces in eV/Å.

Output
Frontier orbital gap (alpha / beta)   0.36536 / 0.17593 hartree
Total charge   +4
Multiplicity   2
Expectation value of S²   0.767
Highest occupied orbital energy (alpha / beta)   -17.313 / -17.313 eV



No. 4
Here is 2 unconnected molecules or ions with the total composition C5H7N4O in a non-equilibrium geometry from the OMol25 dataset. Energies are from ωB97M-V/def2-TZVPD.

```
17
Properties=species:S:1:pos:R:3:forces:R:3
C 0.69149 0.21996 -1.38398 0.3 0.7 0.9
C -1.40909 0.83127 -0.31232 -3.3 2.1 1.9
C -0.43707 1.19042 -1.43029 1.6 -0.7 3.9
C -1.07209 -0.32453 0.72860 1.2 1.1 -0.5
C 0.38055 -0.47199 0.81873 3.2 -0.4 3.6
N 1.07063 -3.37670 4.71935 0.0 0.5 -0.3
N 1.05461 -0.40001 -0.31388 0.6 -0.2 1.0
N 1.02769 -2.47836 4.09946 0.0 -1.2 0.9
N 1.30763 -0.46567 2.27350 -4.2 1.6 -6.1
O -2.43870 1.46616 -0.05291 2.9 -1.8 -1.3
H 1.44881 0.17221 -2.12242 0.1 -0.3 -1.5
H 0.05395 2.12662 -1.07961 -0.3 -0.1 -0.2
H -0.83054 1.42499 -2.34198 -1.3 0.2 -2.5
H -1.49256 -0.18536 1.67796 -0.8 0.9 1.3
H -1.61792 -1.14340 0.36904 -0.4 -1.8 -0.9
H 0.96580 -1.12204 2.93094 -1.0 -0.4 0.5
H 2.23520 -0.71373 2.04818 1.3 -0.2 -0.8
```
Positions in Å, forces in eV/Å.

Output
Frontier orbital gap   0.29616 hartree
Total charge   +1
Relative energy (zero: lowest compared OMol25 entry of this formula, charge and spin)   272.5 kJ/mol
Highest occupied orbital energy   -14.618 eV